Here is one molecule with the formula C2H4N2OS in a non-equilibrium geometry from OMol25. Energies are from ωB97M-V/def2-TZVPD.

The energy above the lowest of the compared OMol25 structures with the same formula, charge and spin is 538.6 kJ/mol. The HOMO energy is -8.7773 eV. As for the total energy: -17997.0775 eV. Its SMILES is C=NO/C=N\S.

```
10
C2H4N2OS ωB97M-V/def2-TZVPD
C -1.028 1.439 -0.100
C 1.855 -0.747 0.067
H -1.263 -1.523 -0.422
H -0.934 2.562 0.101
H 1.993 -1.955 0.000
H 2.835 -0.218 0.655
N -2.074 0.780 -0.058
N 0.629 -0.451 -0.351
O 0.369 0.980 0.052
S -2.383 -0.868 0.056
```

Here is a 2-piece molecular cluster, C3H9NO2 overall in a non-equilibrium geometry from OMol25. Energies are from ωB97M-V/def2-TZVPD.

The energy above the lowest of the compared OMol25 structures with the same formula, charge and spin is 122.2 kJ/mol. The HOMO energy is -9.5781 eV. As for the total energy: -8841.6883 eV. Its SMILES is CNC(C)=O.O.

```
15
C3H9NO2 ωB97M-V/def2-TZVPD
C -1.214 -0.214 0.273
C -0.549 -0.168 -1.085
N 0.150 -1.318 -1.457
C 1.481 -1.622 -0.896
O -0.831 0.679 -1.904
H -2.253 -0.519 0.305
H -0.640 -0.933 0.865
H -1.163 0.798 0.699
H 0.255 -1.227 -2.467
H 2.213 -1.321 -1.631
H 1.504 -2.622 -0.482
H 1.637 -0.981 -0.038
H -0.258 3.878 2.900
H -0.475 2.419 2.515
O 0.142 3.151 2.404
```

Here is C7H22AgFO7 as an isolated structure in a non-equilibrium geometry from OMol25. Energies are from ωB97M-V/def2-TZVPD.

The energy above the lowest of the compared OMol25 structures with the same formula, charge and spin is 28.7 kJ/mol. The HOMO energy is -8.1138 eV. As for the total energy: -28662.7126 eV.

```
38
C7H22AgFO7 ωB97M-V/def2-TZVPD
Ag -0.435 0.344 0.106
F -2.380 -1.006 0.011
C -0.356 0.933 3.450
O -0.413 -0.147 2.520
H -0.404 0.492 4.450
H 0.507 1.580 3.298
H -1.308 1.452 3.347
H 0.239 -0.829 2.734
C -0.366 -1.354 -3.313
C -1.175 -2.484 -2.692
O -2.461 -2.112 -2.235
O 0.110 -0.506 -2.260
H -0.979 -0.754 -3.989
H 0.463 -1.840 -3.848
H -0.610 -2.850 -1.822
H -1.300 -3.282 -3.426
H -2.359 -1.593 -1.380
H 0.414 0.304 -2.681
C 1.610 -1.839 0.332
C 2.275 -2.520 1.507
O 1.579 -2.201 2.703
O 1.853 -0.424 0.292
H 0.532 -2.010 0.375
H 1.978 -2.299 -0.589
H 3.322 -2.205 1.585
H 2.238 -3.591 1.275
H 2.093 -2.507 3.455
H 2.792 -0.303 0.118
C -1.487 3.584 -0.534
C -0.059 3.694 -0.068
O 0.703 2.680 -0.715
O -1.985 2.293 -0.224
H -1.474 3.781 -1.615
H -2.125 4.339 -0.066
H 0.002 3.606 1.021
H 0.307 4.679 -0.376
H 1.589 2.649 -0.346
H -2.929 2.246 -0.399
```

Here is C21H46FeNOP3S as an isolated structure in a non-equilibrium geometry from OMol25. Energies are from ωB97M-V/def2-TZVPD.

The energy above the lowest of the compared OMol25 structures with the same formula, charge and spin is 44.4 kJ/mol. The HOMO energy (spin up / spin down) is -16.0741 / -16.2621 eV. As for the total energy: -99120.7041 eV. The spin multiplicity is 6. The charge is +3.

```
74
C21H46FeNOP3S ωB97M-V/def2-TZVPD
Fe -0.118 0.491 0.339
P -0.863 2.210 1.667
P -2.205 -0.119 -0.146
P 1.914 1.434 0.107
H -0.123 -1.969 -7.629
C 0.926 -2.136 -7.336
C 1.275 -3.303 -6.770
H 0.505 -4.067 -6.587
C -1.359 3.725 0.742
C -2.339 2.004 2.741
C 0.256 2.905 2.953
C -2.445 -1.472 -1.355
C -3.175 -0.772 1.275
C -3.304 1.168 -0.868
C 3.079 0.829 -1.177
C 2.895 1.146 1.613
C 2.012 3.246 -0.145
H 1.640 -1.350 -7.614
H 2.312 -3.581 -6.560
H -1.660 4.491 1.469
H -2.200 3.524 0.070
H -0.532 4.110 0.139
H -2.426 2.885 3.393
H -2.227 1.114 3.372
H -3.267 1.913 2.165
H -0.310 3.664 3.513
H 1.157 3.378 2.551
H 0.553 2.112 3.650
H -3.523 -1.649 -1.448
H -1.949 -2.381 -0.997
H -2.020 -1.212 -2.333
H -3.881 -0.014 1.633
H -2.480 -1.060 2.078
H -3.716 -1.657 0.931
H -4.193 0.663 -1.270
H -2.779 1.679 -1.686
H -3.613 1.904 -0.118
H 3.953 1.487 -1.134
H 2.642 0.868 -2.181
H 3.380 -0.209 -0.993
H 3.812 1.744 1.493
H 3.154 0.084 1.704
H 2.367 1.453 2.523
H 3.056 3.428 -0.425
H 1.761 3.827 0.753
H 1.357 3.552 -0.971
C 0.505 -0.809 -2.672
C 0.477 0.446 -3.304
C -0.008 0.551 -4.610
C -0.443 -0.578 -5.298
C -0.412 -1.834 -4.672
C 0.196 -1.962 -3.437
S 0.762 -1.118 -0.960
H 0.334 1.307 -0.908
H 0.781 1.359 -2.792
H -0.067 1.530 -5.088
H -0.753 -0.483 -6.340
H -0.783 -2.714 -5.192
H 0.383 -2.921 -2.964
C 1.310 -3.102 5.389
N 0.528 -2.073 4.710
C -0.502 -1.378 5.454
C 0.673 -1.708 3.411
C 1.694 -2.406 2.553
O -0.051 -0.766 2.993
H 0.955 -3.171 6.427
H 2.384 -2.854 5.391
H 1.201 -4.083 4.901
H -0.334 -0.295 5.473
H -1.497 -1.519 5.010
H -0.497 -1.770 6.471
H 1.191 -2.857 1.691
H 2.423 -1.684 2.162
H 2.251 -3.196 3.069
```

Here is C8H16InO5 as an isolated structure in a non-equilibrium geometry from OMol25. Energies are from ωB97M-V/def2-TZVPD.

The energy above the lowest of the compared OMol25 structures with the same formula, charge and spin is 42.7 kJ/mol. The HOMO energy (spin up / spin down) is -8.5538 / -5.7357 eV. As for the total energy: -23960.9987 eV. The spin multiplicity is 2.

```
30
C8H16InO5 ωB97M-V/def2-TZVPD
In -2.967 2.056 0.186
C 0.692 1.871 3.670
C 0.639 2.065 2.100
O -0.464 2.805 1.603
H 0.261 0.908 3.944
H 0.388 2.655 4.363
H 1.728 1.933 4.002
H 0.646 1.086 1.621
H 1.525 2.624 1.799
C -2.735 -2.421 -0.089
C -4.192 -1.820 -0.099
O -4.358 -0.492 -0.487
H -2.181 -2.377 -1.027
H -2.881 -3.478 0.132
H -2.129 -1.878 0.637
H -4.653 -1.955 0.879
H -4.770 -2.433 -0.791
C 3.313 0.500 -1.033
C 2.194 0.311 -1.997
C 1.845 -1.119 -2.435
O 0.465 -0.979 -2.511
C 0.050 -0.040 -1.617
O -1.072 0.213 -1.142
O 1.045 0.686 -1.324
H 4.205 0.242 -1.603
H 3.251 -0.191 -0.191
H 3.464 1.425 -0.476
H 2.242 0.983 -2.854
H 2.253 -1.908 -1.803
H 2.196 -1.270 -3.456
```

Here is one molecule with the formula C5H9N from OMol25. Energies are from ωB97M-V/def2-TZVPD.

The energy above the lowest of the compared OMol25 structures with the same formula, charge and spin is 206.5 kJ/mol. The HOMO energy is -9.1803 eV. As for the total energy: -6818.8547 eV. Its SMILES is C1CC1N1CC1.

```
15
C5H9N ωB97M-V/def2-TZVPD
C -1.568 0.985 0.182
C -1.850 -0.449 -0.176
C -0.514 -0.059 0.376
N 0.571 -0.081 -0.566
C 1.678 -0.954 -0.235
C 1.827 0.523 -0.166
H -1.411 1.693 -0.625
H -2.047 1.395 1.067
H -2.535 -1.022 0.442
H -1.852 -0.704 -1.231
H -0.275 -0.350 1.405
H 1.631 -1.485 0.716
H 2.101 -1.526 -1.058
H 2.354 1.057 -0.953
H 1.891 0.978 0.822
```

Here is C53H44InN8O6P2 as an isolated structure from OMol25. Energies are from ωB97M-V/def2-TZVPD.

The energy above the lowest of the compared OMol25 structures with the same formula, charge and spin is 0.0 kJ/mol. The HOMO energy is -9.8370 eV. As for the total energy: -103620.6977 eV. The charge is +1.

```
114
C53H44InN8O6P2 ωB97M-V/def2-TZVPD
In 0.137 0.407 -0.055
C 2.234 2.020 -2.207
P 1.364 0.409 -2.315
C 0.542 0.521 -3.916
C -0.501 1.444 -4.003
C -1.181 1.614 -5.196
C -0.827 0.858 -6.307
C 0.217 -0.050 -6.224
C 0.910 -0.219 -5.031
C 2.671 -0.855 -2.251
C 3.839 -0.575 -1.533
C 4.813 -1.548 -1.354
C 4.645 -2.806 -1.916
C 3.494 -3.087 -2.639
C 2.498 -2.132 -2.792
C 1.862 2.825 -0.991
C 2.156 4.144 -0.776
C 1.660 4.461 0.512
C 1.080 3.327 1.016
C 0.474 3.213 2.374
P 1.232 2.040 3.585
C 3.026 2.231 3.369
C 3.720 2.172 2.156
C 5.079 2.433 2.111
C 5.766 2.771 3.271
C 5.090 2.845 4.478
C 3.729 2.574 4.525
C -0.112 -0.369 4.101
C -0.272 -0.119 5.576
C -0.843 -1.139 6.454
C -1.383 -2.250 5.945
C -1.324 -2.498 4.519
C -0.713 -1.655 3.681
N 1.217 2.285 0.111
H 1.970 2.575 -3.108
H 3.311 1.857 -2.264
H -0.785 2.037 -3.138
H -1.990 2.331 -5.258
H -1.364 0.981 -7.238
H 0.497 -0.635 -7.089
H 1.722 -0.931 -4.985
H 3.998 0.403 -1.092
H 5.707 -1.314 -0.791
H 5.412 -3.560 -1.796
H 3.359 -4.063 -3.087
H 1.583 -2.399 -3.308
H 2.664 4.801 -1.465
H 1.712 5.416 1.013
H -0.594 2.983 2.351
H 0.559 4.189 2.856
H 3.190 1.968 1.234
H 5.602 2.395 1.164
H 6.826 2.984 3.230
H 5.617 3.115 5.383
H 3.205 2.630 5.472
H 0.372 0.621 6.037
H -0.780 -0.967 7.519
H -1.815 -2.997 6.596
H -1.750 -3.415 4.132
H -0.670 -1.876 2.623
C 1.773 -0.582 2.415
N 1.705 -0.974 0.988
C 1.449 -2.405 0.716
C 0.071 -2.670 0.194
N -0.945 -1.856 0.351
C -2.037 -2.529 -0.210
C -3.377 -2.163 -0.306
C -4.237 -3.040 -0.940
C -3.784 -4.255 -1.474
C -2.462 -4.642 -1.364
C -1.613 -3.760 -0.708
N -0.261 -3.829 -0.407
C 0.624 0.343 2.940
N -0.464 0.518 1.974
C -1.781 0.674 2.335
C -2.776 0.893 1.370
C -4.106 1.029 1.718
C -4.525 0.954 3.044
C -3.575 0.779 4.037
C -2.254 0.650 3.669
N -1.126 0.651 4.576
H 1.802 -1.488 3.022
H 2.725 -0.082 2.575
H 2.587 -0.749 0.541
H 2.189 -2.772 0.003
H 1.578 -2.977 1.641
H -3.731 -1.226 0.099
H -5.284 -2.782 -1.033
H -4.486 -4.905 -1.979
H -2.108 -5.577 -1.776
H 0.384 -4.529 -0.734
H -2.505 0.980 0.318
H -4.831 1.210 0.933
H -5.569 1.060 3.298
H -3.845 0.761 5.085
H -0.658 1.571 4.559
O -0.040 -3.162 -3.796
C -0.649 -2.294 -3.167
O -0.177 -1.566 -2.235
C -2.117 -2.066 -3.477
C -2.763 -2.818 -4.449
C -4.108 -2.589 -4.683
C -4.851 -1.657 -3.983
C -4.174 -0.942 -3.015
C -2.831 -1.123 -2.763
N -4.915 0.015 -2.175
O -6.098 0.153 -2.380
O -4.282 0.630 -1.329
N -4.797 -3.391 -5.718
O -5.931 -3.070 -6.006
O -4.177 -4.305 -6.216
H -2.218 -3.566 -5.006
H -5.902 -1.510 -4.179
H -2.343 -0.548 -1.994
```

Here is one molecule with the formula C6H9N in a non-equilibrium geometry from OMol25. Energies are from ωB97M-V/def2-TZVPD.

The energy above the lowest of the compared OMol25 structures with the same formula, charge and spin is 183.2 kJ/mol. The HOMO energy is -7.7180 eV. As for the total energy: -7856.2612 eV. Its SMILES is Cc1c[nH]c(C)c1.

```
16
C6H9N ωB97M-V/def2-TZVPD
C -1.820 -0.829 -1.446
C -0.598 -0.611 -0.621
C 0.626 -0.090 -0.928
C 1.362 0.074 0.309
C 1.601 1.476 0.899
C 0.598 -0.542 1.261
N -0.601 -0.928 0.731
H -2.620 -0.135 -1.147
H -1.620 -0.654 -2.507
H -2.194 -1.848 -1.320
H 0.985 0.070 -1.941
H 0.594 1.823 1.194
H 1.965 2.190 0.166
H 2.210 1.507 1.811
H 0.786 -0.519 2.326
H -1.438 -0.915 1.295
```